#a
Entry from OMol25: a cluster of 8 separate species, C16H52N4O8 in total (wB97M-V/def2-TZVPD).

Atoms and positions in Å:
C 9.2912 7.8962 6.9476
O 10.2898 8.8427 6.7349
C 11.6601 8.7453 7.2332
C 12.2460 10.1229 6.9443
C 12.2402 10.4524 5.4456
N 13.5575 10.3161 7.5608
H 8.9444 7.7559 7.9957
H 9.5956 6.9038 6.5713
H 8.3803 8.2023 6.4150
H 11.6700 8.7352 8.3743
H 12.2852 7.8825 6.8943
H 11.5488 10.8125 7.5164
H 13.0384 9.9364 4.8712
H 12.4694 11.4946 5.2853
H 11.2307 10.2859 5.0476
H 14.3096 10.0521 6.8977
H 13.7316 11.2966 7.7810
C 18.6035 10.8666 13.5270
O 17.2700 10.5132 13.1456
C 16.7313 9.3337 13.8312
C 15.3517 9.2486 13.4021
C 14.5786 10.5116 13.6775
N 14.9301 8.0965 14.2262
H 18.7045 10.9988 14.6151
H 19.0840 11.7356 13.0418
H 19.2502 10.0228 13.1797
H 17.3801 8.5027 13.5903
H 16.7688 9.5067 14.9206
H 15.2831 8.8990 12.3474
H 14.7964 11.1750 12.8509
H 14.9198 10.9903 14.6073
H 13.4892 10.3604 13.7579
H 14.8417 8.4646 15.1822
H 13.9932 7.7271 14.0580
C 8.1069 5.9361 14.2582
O 8.5521 6.9605 13.4192
C 9.6688 7.6923 13.8682
C 10.6850 7.6137 12.7549
C 11.2610 6.2632 12.5951
N 11.7305 8.5967 13.1354
H 7.2159 5.6086 13.6622
H 7.6331 6.2770 15.2034
H 8.7402 5.0951 14.4298
H 9.4431 8.6956 14.2246
H 10.0448 7.2307 14.8118
H 10.1634 7.8729 11.8380
H 10.5624 5.4548 12.4580
H 11.9704 6.0697 13.4128
H 11.8562 6.1975 11.6692
H 11.2582 9.4928 12.9409
H 12.5259 8.5470 12.5102
C 14.3825 6.0021 10.3306
O 15.6701 5.7751 9.7587
C 16.7145 6.7808 9.8774
C 17.3643 6.6091 11.2699
C 18.4705 7.6496 11.2817
N 17.9298 5.2687 11.6239
H 13.7271 5.1307 10.0683
H 13.9708 6.9149 9.9151
H 14.4149 6.0705 11.4338
H 17.4075 6.5501 9.0358
H 16.3609 7.8132 9.8488
H 16.5670 6.8031 11.9914
H 18.0237 8.6362 11.2940
H 19.1497 7.5031 10.4567
H 19.0987 7.4659 12.1428
H 17.1254 4.6228 11.6655
H 18.6122 4.8103 11.0761
O 15.8266 12.2698 10.7812
H 15.5225 11.3531 10.7739
H 16.7684 12.3023 10.8623
O 13.8668 12.9332 9.0424
H 14.6900 12.7761 9.5703
H 13.9155 13.8813 8.7561
O 11.8123 11.7682 10.5983
H 11.5702 12.4282 11.2763
H 12.4543 12.2383 10.0465
O 14.2716 9.8977 10.2953
H 14.0208 9.7880 9.3405
H 13.4551 10.3554 10.6728

Kohn-Sham gap in eV: 9.07
SMILES: COC[C@H](C)N.COC[C@H](C)N.COC[C@H](C)N.COC[C@H](C)N.O.O.O.O

***

#b
Entry from OMol25: a cluster of 8 separate species, C16H52N4O8 in total (wB97M-V/def2-TZVPD).

Atoms and positions in Å:
C 13.2327 14.2956 22.9144
O 14.3721 13.6425 22.4457
C 14.4567 13.6650 21.0241
C 15.5065 12.7184 20.4612
C 15.2439 12.5173 18.9667
N 15.5738 11.3899 21.1401
H 12.3295 13.7731 22.5745
H 13.1589 15.3641 22.6552
H 13.2913 14.3130 24.0054
H 13.4626 13.4094 20.6321
H 14.6822 14.6936 20.7187
H 16.4778 13.1844 20.6523
H 15.9925 11.8136 18.6097
H 15.2767 13.4646 18.4279
H 14.2446 12.0937 18.8517
H 15.6198 11.6754 22.1217
H 14.6236 11.0172 21.0693
C 18.0657 20.5134 15.0354
O 16.6898 20.3527 14.7958
C 16.1556 19.0370 14.9286
C 16.8615 17.9991 14.0600
C 16.7720 18.2913 12.5666
N 16.2757 16.6802 14.3266
H 18.4133 19.9739 15.9248
H 18.2307 21.5790 15.1721
H 18.6768 20.1177 14.2169
H 16.2810 18.7391 15.9774
H 15.1221 19.1860 14.6205
H 17.9224 17.9590 14.3454
H 16.9380 19.3442 12.3532
H 15.7744 17.9608 12.2497
H 17.3482 17.6012 11.9449
H 16.1868 16.5214 15.3281
H 16.8548 15.9192 13.9922
C 18.8330 17.3648 18.3021
O 19.7329 18.0409 19.1438
C 21.0698 17.6381 18.9268
C 21.9902 18.6202 19.6293
C 21.7355 20.0603 19.1663
N 23.3793 18.2303 19.3213
H 18.9263 17.6720 17.2554
H 17.8144 17.6443 18.5698
H 18.9292 16.2770 18.3326
H 21.2110 16.6398 19.3539
H 21.3260 17.6104 17.8602
H 21.8842 18.5872 20.7167
H 22.5526 20.7385 19.4180
H 20.8662 20.5098 19.6562
H 21.5550 20.0979 18.0885
H 24.0215 18.8912 19.7462
H 23.4862 18.4389 18.3262
C 15.7795 17.2118 20.6429
O 14.8058 17.6266 19.7020
C 14.3804 18.9593 19.8562
C 13.2207 19.3279 18.9540
C 13.6560 19.3162 17.4813
N 12.8197 20.7046 19.2350
H 16.6988 17.7890 20.5197
H 15.9513 16.1517 20.4774
H 15.4613 17.3655 21.6787
H 14.1338 19.1659 20.9086
H 15.1735 19.6899 19.6402
H 12.3858 18.6357 19.1050
H 13.8434 18.3167 17.0842
H 14.6125 19.8335 17.3688
H 12.9362 19.8286 16.8446
H 12.0898 20.9850 18.5877
H 12.3544 20.8373 20.1304
O 15.4151 15.9743 17.2928
H 14.5930 15.6774 16.8731
H 15.1378 16.6448 17.9362
O 12.6340 15.7448 16.4766
H 12.1838 15.6145 17.3264
H 11.9460 15.7492 15.8036
O 17.8291 14.5383 16.4990
H 18.0509 14.1328 17.3431
H 17.0034 15.0231 16.6689
O 12.4775 15.7849 19.3051
H 11.8546 15.8778 20.0348
H 13.2466 16.3211 19.5627

Kohn-Sham gap in eV: 8.97
SMILES: COC[C@H](C)N.COC[C@H](C)N.COC[C@H](C)N.COC[C@H](C)N.O.O.O.O

***

Winner for stability: #b

***

#a
Entry from OMol25: the molecule C4H11PS2 (wB97M-V/def2-TZVPD).

Atoms and positions in Å:
C -0.8186 -1.7281 1.0569
C 0.1465 -1.5534 -0.0535
P 0.6676 0.2417 -0.2903
C 1.3487 0.4596 -1.9637
S 1.8555 1.2708 1.3065
S -1.1417 1.2097 -0.4296
C -1.4781 1.9183 1.2251
H -0.6395 -1.0148 1.7758
H -1.8132 -1.8289 0.7452
H -0.7017 -2.6767 1.6153
H -0.4042 -1.7046 -1.1057
H 1.0669 -2.1495 -0.1231
H 0.7615 1.2457 -2.5167
H 2.3680 0.8011 -1.7235
H 1.3297 -0.5822 -2.4670
H -2.4799 1.7951 1.6524
H -1.2494 3.0254 1.1555
H -0.7003 1.3671 1.9330

Kohn-Sham gap in eV: 8.67
SMILES: CC[P@](C)(=S)SC

***

#b
Entry from OMol25: the molecule C4H11PS2 (wB97M-V/def2-TZVPD).

Atoms and positions in Å:
C -2.9271 -0.7513 -0.9545
P -1.1353 -0.5271 -0.0339
C -0.4961 1.2030 -0.2344
C -1.1601 -0.7788 1.7623
S 0.8685 -1.4653 -0.3294
S 2.3252 -0.4658 0.6171
C 3.0831 0.4877 -0.7070
H -3.2090 -1.7676 -0.5114
H -2.5627 -0.6217 -2.0690
H -0.1956 1.4228 -1.2217
H -1.1322 2.0174 0.1827
H 0.4225 1.3541 0.2266
H -2.0205 -0.3291 2.2371
H -1.0732 -1.7718 1.9596
H -0.5399 -0.0251 2.2173
H 2.7900 1.4728 -0.7958
H 2.8488 -0.0079 -1.7655
H 4.1135 0.5538 -0.5799

Kohn-Sham gap in eV: 7.88
SMILES: C=P(C)(C)SSC

***

Winner for stability: #a

***

#a
Entry from OMol25: a cluster of 3 separate species, C3H12N2O3 in total (wB97M-V/def2-TZVPD).

Atoms and positions in Å:
C 1.5111 -1.8647 -0.7019
C 1.1471 -0.9909 0.4813
N 1.4548 0.4331 0.2565
C 0.6334 1.5174 0.0543
N -0.7682 1.3580 0.1841
O 1.0937 2.5631 -0.3485
H 2.5776 -1.8367 -0.9355
H 0.9745 -1.6094 -1.6552
H 1.1556 -2.8918 -0.6521
H 0.1206 -1.2005 0.8148
H 1.7638 -1.2285 1.3574
H 2.3953 0.5721 -0.0764
H -1.2093 2.2589 0.0908
H -1.1735 0.6881 0.8456
O -1.9675 -0.9655 1.2478
H -2.5243 -0.6396 1.9688
H -2.6854 -0.9626 0.5253
O -2.0380 -1.0501 -1.2161
H -1.5293 -1.8658 -1.1359
H -1.4175 -0.3627 -0.9160

Kohn-Sham gap in eV: 9.89
SMILES: CCNC(N)=O.O.O

***

#b
Entry from OMol25: a cluster of 3 separate species, C3H12N2O3 in total (wB97M-V/def2-TZVPD).

Atoms and positions in Å:
N -0.9338 -1.5439 1.7949
C -0.4103 -0.5820 0.8018
C -0.1945 -1.2197 -0.5723
N 0.5363 -0.3426 -1.4790
C 1.5467 -0.7685 -2.2796
O 2.3270 -0.0504 -2.8531
H -1.7652 -1.9807 1.4123
H -0.2601 -2.3143 1.8024
H 0.5367 -0.2512 1.2317
H -1.1427 0.1892 0.6661
H 0.3634 -2.1541 -0.5280
H -1.1905 -1.4090 -0.9491
H 0.3995 0.6505 -1.3659
H 1.5535 -1.8696 -2.3678
O 3.5835 2.6627 -2.3191
H 3.6517 3.5547 -2.6720
H 4.1892 2.1057 -2.8171
O -4.3348 1.7639 4.5327
H -4.8957 2.1631 3.8565
H -3.5599 1.3964 4.1045

Kohn-Sham gap in eV: 10.20
SMILES: NCCNC=O.O.O

***

#c
Entry from OMol25: a cluster of 3 separate species, C3H12N2O3 in total (wB97M-V/def2-TZVPD).

Atoms and positions in Å:
C 1.0194 -1.6416 -0.8199
N 1.2199 -0.6437 0.2287
C 1.7917 0.5981 -0.2939
O 2.0672 -1.1794 1.2308
H 0.6208 -2.5429 -0.3608
H 1.9504 -1.8639 -1.3558
H 0.3185 -1.2347 -1.5445
H 1.0315 1.0424 -0.9307
H 2.7283 0.4164 -0.8364
H 1.9445 1.2690 0.5477
H 2.9403 -1.3567 0.8407
C -2.7834 1.5419 0.0099
N -1.5655 0.8545 -0.3827
O -1.7385 -0.2787 -0.8645
H -3.6385 0.8730 0.1459
H -3.0133 2.2390 -0.7993
H -2.5769 2.1121 0.9126
O -0.8671 0.3480 1.5445
H -0.0080 -0.1706 0.9277
H -1.4413 -0.3821 1.8004

Kohn-Sham gap in eV: 9.16
SMILES: CN(C)O.CN=O.O

***

Winner for stability: #a

***

#a
Entry from OMol25: a cluster of 2 separate species, C2H3N2O2S in total (wB97M-V/def2-TZVPD).

Atoms and positions in Å:
C -1.9302 -1.1000 -0.9900
C 0.7219 1.3291 1.0565
N -0.8324 -1.1291 -0.5944
N 0.1888 -0.9750 0.1589
O 1.3517 -0.8354 -0.7376
O 0.8815 2.1834 0.1621
S -3.3756 -1.6354 -1.4886
H -0.2283 1.0870 1.2806
H 1.7177 0.0685 -0.5348
H 1.5051 1.0070 1.6875

Charge: -1
Kohn-Sham gap in eV: 6.44

***

#b
Entry from OMol25: the ion C2H3N2O2S with charge -1 (wB97M-V/def2-TZVPD).

Atoms and positions in Å:
C -0.5288 1.2349 -0.6160
N 0.4922 1.0268 0.1049
O 1.0966 1.7470 0.9173
N 0.8805 -0.6044 0.0671
C -0.1034 -1.5339 0.2678
O 0.1191 -2.4783 1.0169
S -1.5167 -1.4811 -0.7262
H -1.0745 0.4796 -1.1634
H -1.0463 2.2394 -0.5330
H 1.6814 -0.6300 0.6646

Charge: -1
Kohn-Sham gap in eV: 7.22
SMILES: C=[N+]([O-])NC([O-])=S

***

Winner for stability: #b

***

#a
Entry from OMol25: the ion C6H11N4O with charge +1 (wB97M-V/def2-TZVPD).

Atoms and positions in Å:
C 0.3765 0.7064 -1.9133
C -0.1180 0.1192 -0.5090
N 0.7960 0.8928 0.6081
C 1.8268 0.3555 1.3045
C 2.4426 1.4803 1.8422
N 1.7423 2.5261 1.5698
N 0.7239 2.1845 0.8254
N -1.5224 0.1009 -0.1448
C -1.6141 -0.9857 0.8013
C -0.4422 -1.8949 0.5272
O 0.3678 -1.1349 -0.4711
H 0.0994 0.0068 -2.6658
H 1.4404 0.8618 -1.7290
H -0.0192 1.7402 -2.0530
H 2.2918 -0.6219 1.3143
H 3.3473 1.7121 2.3074
H 0.0145 2.7782 0.4003
H -2.1990 0.1418 -0.7877
H -2.4643 -1.5228 0.6318
H -1.7014 -0.4838 1.7809
H 0.1757 -2.1245 1.3085
H -0.8207 -2.7860 0.0824

Charge: +1
Kohn-Sham gap in eV: 10.15
SMILES: C[C@@]1([n+]2ccn[nH]2)NCCO1

***

#b
Entry from OMol25: the ion C6H11N4O with charge +1 (wB97M-V/def2-TZVPD).

Atoms and positions in Å:
C -0.7966 0.6806 2.8440
N -0.3700 0.2626 1.5108
C -0.0121 -1.0132 1.3609
N 0.4378 -1.4873 0.1701
C 1.4026 -0.6769 -0.6573
O 2.4356 -0.3440 -0.1939
N 1.0739 -0.4557 -1.9342
C -0.1735 -0.2692 -2.6162
N -1.1469 0.2814 -1.7297
C -0.5727 1.2482 -0.8263
C -0.3045 1.2589 0.4448
H -0.0979 1.4395 3.1775
H -1.7459 1.1128 2.8170
H -0.6568 -0.1508 3.4380
H -0.1071 -1.6255 2.3121
H 1.0006 -2.2855 0.2152
H 1.9540 -0.7105 -2.3943
H -0.1104 0.3826 -3.5579
H -0.5846 -1.2946 -2.8928
H -1.5418 -0.5285 -1.0913
H -0.2173 2.1353 -1.4407
H 0.1335 2.0397 1.0442

Charge: +1
Kohn-Sham gap in eV: 9.40
SMILES: C[N+]1=C/NC(=O)NCN/C=C\1

***

Winner for stability: #b

***

#a
Entry from OMol25: a structure of composition C21H26N2O5S (wB97M-V/def2-TZVPD).

Atoms and positions in Å:
C 4.8499 -1.7696 -0.0510
C 3.5447 -1.1139 0.6091
C 3.4189 0.2255 0.9416
C 2.4310 0.7084 1.5677
C 1.4581 0.0091 1.8098
C 1.4847 -1.5534 1.3571
C 2.6574 -2.1612 0.8180
H 2.6152 -2.9180 0.3433
H 0.5867 -2.0586 1.3920
C 0.1063 0.3856 2.3117
N -1.1409 -0.2783 2.0200
C -1.8910 0.6944 2.6393
C -1.1183 1.8905 3.3249
O -0.0152 1.5339 2.8082
C -1.5981 3.1193 3.8694
H -2.6412 3.0777 3.7078
H -1.4570 2.8764 5.1406
H -0.9811 3.7496 3.6127
C -3.5040 0.4326 2.8363
H -3.5913 -0.8023 2.5582
H -3.7176 0.6060 3.8275
S -4.4405 1.2125 1.6709
O -4.5240 2.6691 2.3185
C -3.2494 1.3978 0.3383
C -3.0694 0.3859 -0.3454
O -3.9702 -0.6097 0.0907
N -1.7708 -0.0921 -0.6354
C -0.9147 0.8148 -1.1972
H -1.0290 1.6891 -0.8507
C -0.4090 0.6283 -2.4811
H -1.2836 1.0017 -3.2988
H 0.5187 1.4508 -2.7822
C -0.0570 -0.7893 -2.8851
C -1.0893 -1.6581 -2.4653
C -1.5104 -1.5122 -1.0479
H -2.6254 -2.1325 -0.9636
H -0.7250 -1.6495 -0.4943
H -0.9722 -2.9699 -2.6668
H -2.0315 -1.4508 -3.2477
O 1.1172 -1.3277 -2.2719
C 2.2236 -0.9808 -2.7422
H 2.9904 -1.9706 -2.8526
C 1.8412 -0.7608 -4.3480
H 2.0722 0.2728 -4.6377
O 0.4141 -0.8954 -4.3617
H 2.0754 -1.3758 -4.8916
H 2.7322 0.0556 -2.3816
H 0.0533 0.5497 -0.2647
H -2.4026 2.1952 0.6484
H -3.6818 2.1075 -0.4917
H 2.3637 1.7424 1.7937
H 4.4125 0.8496 0.7550
H 4.5522 -2.4867 -0.6071
H 5.6298 -1.9666 0.7996
H 5.2620 -1.0481 -0.6470

Kohn-Sham gap in eV: 7.79

***

#b
Entry from OMol25: a structure of composition C21H26N2O5S (wB97M-V/def2-TZVPD).

Atoms and positions in Å:
C 6.8669 -3.2752 -2.5246
H 6.6731 -2.2639 -3.1376
O 6.2484 -2.9512 -1.3182
C 5.0513 -2.7819 -1.1075
C 4.2838 -2.6128 -2.0792
C 2.8838 -2.6114 -1.8779
C 2.4332 -2.5674 -0.5232
C 3.3300 -2.3643 0.3473
C 4.6809 -2.6247 0.1002
H 5.3091 -2.7045 1.0219
H 2.8494 -2.4153 1.2141
S 0.7477 -2.0204 -0.5306
O 0.4857 -2.0504 1.1680
O -0.2041 -2.8378 -1.3662
N 0.5667 -0.3458 -0.8066
C 1.2280 0.3780 0.0415
H 1.6939 1.2495 -0.4811
C 0.3684 1.1868 1.0908
O 0.3258 2.5744 1.0725
N -0.4525 0.3411 1.7572
H -0.2858 -0.4826 1.5683
C -1.2389 0.7343 2.7844
H -1.3542 0.0941 3.5337
H -0.7984 1.6375 3.2754
C -2.6212 1.4800 2.1937
C -2.8128 2.6950 1.6905
H -2.8972 2.5452 0.8053
C -3.9291 3.4236 2.2864
H -3.6534 4.3331 2.5203
C -3.8416 2.6889 3.8720
H -4.7682 2.8111 4.2456
H -2.9101 3.2683 4.4008
O -3.5697 1.3632 3.5242
H -4.7413 3.2208 2.0724
H -1.7395 3.1568 1.8318
H -3.1656 0.4410 1.6246
H 2.0507 0.1520 0.5020
C -0.2907 -0.2818 -1.9483
C -1.5682 0.4484 -1.7911
C -1.9480 1.5765 -2.3219
C -3.3551 2.0760 -1.8571
C -4.1796 1.0752 -1.3785
C -3.6853 0.0396 -0.8545
C -2.3905 -0.3628 -0.9573
H -2.0645 -1.2997 -0.8437
H -4.5741 -0.4264 -0.2584
H -5.2172 1.7132 -1.0453
H -3.6167 3.1882 -2.1659
H -1.2557 2.4569 -2.8149
H -0.1826 -1.0660 -2.7025
H 0.4216 0.7455 -2.5742
H 2.0990 -2.4556 -2.8090
H 4.3663 -2.7264 -3.2550
H 7.9469 -3.4242 -2.2866
H 6.4011 -4.1417 -2.9279

Kohn-Sham gap in eV: 8.45

***

Winner for stability: #b

***

#a
Entry from OMol25: a structure of composition H14LiO7 (wB97M-V/def2-TZVPD).

Atoms and positions in Å:
Li -23.3445 4.0646 1.4941
O -28.7152 4.0205 2.0438
H -28.3857 3.9570 2.9402
H -29.1241 4.8849 1.9990
O -24.3313 7.7922 0.5885
H -25.2003 8.1362 0.7952
H -24.0066 8.3631 -0.1078
O -19.5875 5.9519 6.4278
H -20.4513 5.6031 6.2077
H -19.7568 6.5963 7.1151
O -23.4164 4.2725 -3.0310
H -23.2971 3.5658 -3.6656
H -22.5802 4.7383 -3.0306
O -24.1881 0.4664 0.8616
H -23.8517 -0.1884 0.2498
H -25.0351 0.1199 1.1422
O -19.7502 3.6726 1.0530
H -19.2579 4.4686 0.8523
H -19.1281 2.9610 0.9013
O -24.5576 3.5820 5.6732
H -25.0744 4.1284 6.2654
H -24.3769 2.7877 6.1758

Charge: +1
Kohn-Sham gap in eV: 9.00

***

#b
Entry from OMol25: a structure of composition H14LiO7 (wB97M-V/def2-TZVPD).

Atoms and positions in Å:
Li 0.1237 0.3032 -0.2883
O -0.3583 2.2247 -0.4903
H 0.0612 3.0781 -0.3813
H -1.1939 2.4203 -0.9142
O 1.4732 0.5638 1.2238
H 1.3519 1.3162 1.8030
H 2.4152 0.3950 1.2438
O 2.6480 -2.2524 0.7242
H 1.7661 -2.0346 0.4225
H 2.6380 -3.2039 0.8280
O -2.6103 0.0016 -1.0276
H -3.4286 0.4344 -1.2713
H -2.4580 0.2692 -0.1212
O -0.1178 -1.7546 -0.0227
H -0.0591 -2.3220 -0.7914
H -0.2401 -2.3568 0.7112
O 1.0525 0.0156 -2.0908
H 0.9591 -0.9039 -2.3399
H 1.1845 0.4765 -2.9192
O -1.7507 0.8139 1.6463
H -2.0148 1.7227 1.5033
H -1.4419 0.7933 2.5521

Charge: +1
Kohn-Sham gap in eV: 11.21

***

Winner for stability: #b

***

#a
Entry from OMol25: a structure of composition CH3I2NS (wB97M-V/def2-TZVPD).

Atoms and positions in Å:
C -0.3020 0.7984 -0.5446
N -0.3320 0.6380 0.8717
S -0.5864 -2.2445 1.3809
I 0.7298 -2.8297 -0.3988
I 1.1912 1.2850 1.8914
H 0.3539 1.5389 -0.9282
H -1.2595 0.7537 -1.0120
H 0.2049 0.0602 -1.2605

Kohn-Sham gap (spin up / spin down) in eV: 5.35 / 5.35

***

#b
Entry from OMol25: a structure of composition CH3I2NS (wB97M-V/def2-TZVPD).

Atoms and positions in Å:
C 0.1827 0.5163 -0.2255
N 1.4341 1.0162 0.0903
S 2.7143 0.6789 -2.5498
I 0.8564 -0.0213 -3.7775
I 1.5687 2.8749 0.6110
H -0.0871 0.4795 -1.3601
H -0.5794 1.2346 0.3293
H 0.3296 -0.5876 0.1325

Kohn-Sham gap in eV: 5.45

***

Winner for stability: #a